Record 1
DFT (ωB97M-V/def2-TZVPD) results for C3H3FInNO6 as an isolated structure.

LUMO   -15.121 eV
Net charge   +2
Total energy   -24796.439 eV
F_max   4.19 eV/A

Positions of all 15 atoms, in Å:
In  -2.45982  -1.62965  3.61158
N  -6.09179  2.66545  2.42095
O  -5.61219  3.67171  1.87593
O  -7.20273  2.71330  2.91658
O  -5.28033  1.68849  2.60495
C  3.20846  -0.04431  -1.21916
C  2.85944  -1.13010  -2.21542
O  1.83280  -1.79211  -1.65993
C  1.79075  -1.58049  -0.39066
O  1.02030  -2.09643  0.40253
O  2.79141  -0.66312  -0.09507
F  3.75455  -2.09673  -2.39926
H  2.66298  0.88431  -1.38710
H  4.26732  0.20324  -1.29427
H  2.45885  -0.79357  -3.17165


Record 2
DFT (ωB97M-V/def2-TZVPD) results for one molecule with the formula C24H27N3O3S2.

LUMO   0.423 eV
Net charge   0
SMILES   Cc1ccc(N(Cc2ccc(C(=O)NCCSc3ccccn3)cc2)S(C)(=O)=O)cc1C
Total energy   -57610.230 eV
F_max   1.12 eV/A

Positions of all 59 atoms, in Å:
C  -6.40548  -1.55594  2.71082
C  -5.46088  -0.92951  1.73153
C  -5.33165  0.44944  1.65678
C  -4.47373  1.05291  0.75686
C  -3.69912  0.27279  -0.09402
N  -2.85349  0.89298  -1.02683
C  -2.26231  0.12082  -2.09424
C  -1.07690  -0.71825  -1.67848
C  -0.48268  -1.56977  -2.60309
C  0.65783  -2.27859  -2.27547
C  1.23342  -2.12746  -1.02079
C  2.52533  -2.80614  -0.68140
O  2.73512  -3.99509  -0.82926
N  3.42979  -1.93036  -0.20353
C  4.71075  -2.31447  0.32976
C  5.01781  -1.50518  1.58397
S  5.84414  0.09585  1.26274
C  4.56925  1.21892  0.79764
C  4.89650  2.57532  0.76294
C  3.91704  3.47231  0.38804
C  2.65213  2.99471  0.06278
C  2.43146  1.63239  0.12492
N  3.36664  0.76110  0.48471
C  0.61222  -1.31539  -0.07988
C  -0.53976  -0.62248  -0.40307
S  -1.99177  2.26506  -0.59647
C  -3.01117  3.59080  -1.29887
O  -0.75093  2.27572  -1.31602
O  -1.93763  2.41489  0.82572
C  -3.81555  -1.11242  -0.01603
C  -4.68481  -1.71780  0.87851
C  -4.77456  -3.21231  0.92948
H  -6.92986  -0.79320  3.28034
H  -7.14171  -2.17243  2.19584
H  -5.86654  -2.19793  3.40688
H  -5.91974  1.07207  2.31554
H  -4.38601  2.12548  0.74074
H  -1.91870  0.84319  -2.84086
H  -3.04173  -0.49687  -2.55212
H  -0.91084  -1.66396  -3.59112
H  1.12399  -2.93518  -2.99442
H  3.19645  -0.93974  -0.09512
H  4.66408  -3.38309  0.56489
H  5.50557  -2.16400  -0.41233
H  5.73368  -2.02929  2.21636
H  4.11100  -1.29926  2.15047
H  5.89358  2.89048  1.02594
H  4.13478  4.52966  0.35054
H  1.85220  3.64995  -0.23883
H  1.46842  1.21546  -0.13439
H  1.02870  -1.22393  0.91237
H  -1.00350  0.01295  0.33713
H  -2.59443  4.53510  -0.97216
H  -2.95293  3.50273  -2.37536
H  -4.03054  3.48212  -0.95567
H  -3.20962  -1.74288  -0.64766
H  -4.09238  -3.66598  0.21552
H  -4.52457  -3.57578  1.92534
H  -5.78758  -3.54327  0.70243


Record 3
DFT (ωB97M-V/def2-TZVPD) results for C29H53AlFNO15P as an isolated structure.

LUMO   1.744 eV
Net charge   -1
Total energy   -81742.324 eV
F_max   1.01 eV/A

Positions of all 101 atoms, in Å:
C  -1.21969  -6.40416  -0.26887
C  -2.31516  -7.14348  -1.05099
C  -3.30202  -6.18916  -1.68363
O  -3.68011  -6.30206  -2.83285
O  -3.73184  -5.23578  -0.85248
C  -3.76458  -3.86057  -1.37114
C  -2.58666  -3.43726  -2.20263
Al  -2.78884  -1.49811  -2.78359
O  -1.18184  -0.75264  -2.85622
C  -0.49559  -0.57189  -1.63939
C  0.92724  -1.18024  -1.62900
C  1.30748  -1.40988  -0.16256
C  1.07419  -2.41335  -2.55667
C  1.90122  -2.04075  -3.81456
C  1.76038  -3.62945  -1.90287
P  -4.30371  -0.32445  -1.34835
N  -4.08036  -0.40433  0.24595
C  -3.56928  -1.35591  -4.66231
C  -4.01493  -2.65403  -5.30053
F  -4.70911  -0.47234  -4.64838
H  -0.63201  -5.79319  -0.95658
H  -0.52829  -7.11624  0.18525
H  -1.65947  -5.77830  0.50356
H  -1.86164  -7.70651  -1.86354
H  -2.86620  -7.79039  -0.36456
H  -4.70821  -3.69052  -1.89758
H  -3.80592  -3.24918  -0.46849
H  -2.50037  -4.00684  -3.12880
H  -1.67481  -3.48072  -1.59936
H  -0.37866  0.49671  -1.44887
H  -1.05067  -0.97025  -0.77232
H  1.60826  -0.40965  -2.00467
H  2.38615  -1.51679  -0.03507
H  0.81464  -2.29415  0.24627
H  0.96908  -0.55759  0.43580
H  0.10741  -2.76595  -2.90911
H  1.85812  -0.97333  -4.02303
H  2.93311  -2.37933  -3.69760
H  1.49419  -2.56782  -4.68292
H  2.82060  -3.44853  -1.72281
H  1.69395  -4.44811  -2.62956
H  1.26124  -3.96196  -0.99878
H  -4.40906  1.02220  -1.79299
H  -5.60849  -0.79059  -1.66023
H  -3.24738  -0.95136  0.43377
H  -2.81242  -0.88848  -5.30311
H  -4.86590  -3.09856  -4.78144
H  -3.19805  -3.38075  -5.29530
H  -4.28508  -2.50817  -6.35535
C  5.15234  -4.00533  4.69003
C  5.03503  -3.95540  3.18952
C  4.69302  -2.60374  2.60576
O  4.04050  -2.96395  1.38721
C  3.47287  -4.18125  1.56368
O  2.69095  -4.66888  0.82070
O  3.92003  -4.73958  2.72171
H  5.21509  -5.03773  5.03289
H  6.04551  -3.47067  5.01319
H  4.27899  -3.55273  5.16132
H  5.94047  -4.35512  2.72337
H  5.56602  -1.98711  2.40561
H  3.98471  -2.04673  3.22493
C  -3.25882  5.41159  -1.26984
C  -1.94005  4.73656  -1.00000
C  -1.40738  3.87294  -2.12236
O  -0.61783  2.91739  -1.40864
C  -1.14731  2.78786  -0.16491
O  -0.86472  1.93654  0.60694
O  -2.06475  3.76577  0.05391
H  -3.65756  5.84556  -0.35149
H  -3.13931  6.20532  -2.00735
H  -3.99478  4.69453  -1.63620
H  -1.19333  5.47059  -0.68784
H  -0.79424  4.41471  -2.83825
H  -2.20101  3.33722  -2.64942
C  -3.07147  7.74735  3.81667
C  -2.55448  8.53131  2.63919
C  -3.57503  8.87329  1.57524
O  -2.75996  8.97151  0.39859
C  -1.67868  8.17645  0.58564
O  -0.89878  7.88336  -0.26061
O  -1.61637  7.75632  1.86918
H  -2.24419  7.38845  4.42713
H  -3.71528  8.37415  4.43367
H  -3.63713  6.87614  3.48495
H  -2.03515  9.43366  2.97595
H  -4.09916  9.80896  1.75096
H  -4.29879  8.06848  1.42693
C  4.28195  2.81120  4.33036
C  5.69984  2.38632  4.05205
C  6.07180  2.25537  2.59109
O  7.11666  1.27004  2.63660
C  6.90248  0.49867  3.72560
O  7.46992  -0.52105  3.95522
O  5.94389  1.04005  4.51123
H  4.05170  2.69744  5.38887
H  4.13992  3.85514  4.05227
H  3.57431  2.19888  3.77063
H  6.40677  3.04024  4.57122
H  6.43954  3.17519  2.14494
H  5.25040  1.85892  1.99047


Record 4
DFT (ωB97M-V/def2-TZVPD) results for one molecule with the formula C6H5F.

LUMO   0.799 eV
Net charge   0
SMILES   C#CC#CCCF
Total energy   -9016.601 eV
F_max   2.79 eV/A

Positions of all 12 atoms, in Å:
C  0.95028  -3.13315  2.06259
C  0.45507  -2.32056  1.33423
C  -0.06829  -1.31635  0.56218
C  -0.36732  -0.30510  0.03526
C  -0.89244  0.88059  -0.62957
C  0.20741  1.90848  -1.00582
F  1.12101  1.36004  -1.92146
H  1.29801  -4.02429  2.57037
H  -1.44203  0.55882  -1.48965
H  -1.65238  1.39024  0.01010
H  0.72524  2.25989  -0.11368
H  -0.33456  2.74138  -1.41456